[1]
The following is a DFT calculation (ωB97M-V/def2-TZVPD) of a molecular structure, C16H24Cl3N3S.

The geometry in XYZ format:
```
47
Properties=species:S:1:pos:R:3
C 2.37826 -4.29624 -0.97749
C 2.16939 -2.76715 -0.57585
C 1.58676 -1.89579 -1.79907
Cl 2.73994 -0.59311 -2.35394
C 0.22348 -1.28694 -1.30167
C -1.04011 -1.83064 -1.97891
C -2.39360 -1.37771 -1.61553
C -2.56987 -0.37382 -0.51687
N -3.70819 0.22179 0.02181
S -3.09257 1.26641 1.18317
N -1.41665 1.10401 1.14339
C -1.29485 0.13420 0.12236
C 0.12851 -0.27302 -0.22364
C 1.39448 0.27794 0.50099
C 1.71011 1.82128 0.24596
C 0.82038 2.52207 -0.84820
C 1.18309 4.07967 -0.97767
C 2.35733 4.36849 -2.00129
N 1.94668 4.29085 -3.41623
H 2.72885 -4.81235 -0.02860
H 3.13456 -4.44145 -1.79522
H 1.39556 -4.79681 -1.24467
H 3.11092 -2.32285 -0.14552
H 1.41928 -2.78776 0.27399
H 1.45459 -2.61196 -2.65744
H -0.94260 -2.60143 -2.79562
H -3.29884 -1.77927 -2.15192
H 1.20628 0.14240 1.61248
H 2.30502 -0.32543 0.24176
H 2.79572 1.87229 -0.08897
H 1.68689 2.35586 1.24180
H -0.28660 2.50427 -0.61696
H 0.96272 1.99665 -1.83264
H 1.31997 4.57703 0.02316
H 0.24842 4.55040 -1.42746
H 2.67942 5.44413 -1.81873
H 3.24080 3.72799 -1.73442
H 0.98590 4.61384 -3.54107
H 2.09183 3.36148 -3.80960
Cl -1.95110 -1.90322 5.44292
C -3.71803 -1.67836 5.44366
C -4.32684 -1.93063 4.08184
Cl -3.86224 -0.68231 2.89424
H -3.93087 -0.66933 5.79649
H -4.12658 -2.38517 6.16729
H -5.41508 -1.90887 4.15348
H -4.03051 -2.90148 3.68442
```

The frontier orbital gap is 7.583 eV. The calculated total energy is -69851.3611 eV. As for the LUMO energy: -0.0337 Eh. As for the charge: 0.

---

[2]
The following is a DFT calculation (ωB97M-V/def2-TZVPD) of C4H5NO2 in the gas phase.

The geometry in XYZ format:
```
12
Properties=species:S:1:pos:R:3
O 0.79867 -2.17852 -0.84422
C -0.33196 -1.77942 -0.96400
C -0.89431 -0.53415 -0.24657
O -1.99123 -0.10501 -0.51890
N -0.03006 -0.03870 0.69062
C 0.05097 1.33604 1.07111
C 1.06943 0.78821 0.13631
H -1.07639 -2.26574 -1.61968
H 0.29933 1.54718 2.10584
H -0.72706 1.95198 0.62657
H 0.99513 1.16094 -0.89330
H 1.83747 0.11721 0.45623
```

The frontier orbital gap is 9.685 eV. The calculated total energy is -9811.7464 eV. As for the LUMO energy: -0.0106 Eh. The value obtained for the relative energy (zero: lowest compared OMol25 entry of this formula, charge and spin) is 2.568 eV. As for the charge: 0.